1.
63
Properties=species:S:1:pos:R:3 method="wB97M-V/def2-TZVPD" charge=+2 e_above_lowest_ev=0.000 spin_multiplicity=1 e_lumo_ev=-6.566 max_force_ev_per_a=0.3
Ir 0.72 0.86 0.57
Se 7.97 -1.20 1.42
N 6.91 -1.07 0.00
C 5.74 -0.68 0.43
C 4.59 -0.49 -0.44
C 4.59 -0.71 -1.82
C 3.43 -0.50 -2.54
C 2.29 -0.07 -1.88
N 2.27 0.15 -0.56
C 3.41 -0.06 0.15
C 3.31 0.22 1.56
N 2.11 0.66 1.99
C 1.93 0.94 3.28
C 2.97 0.79 4.20
C 4.20 0.35 3.78
C 4.39 0.05 2.42
C 5.64 -0.41 1.84
N 6.74 -0.59 2.53
H 5.50 -1.04 -2.31
H 3.39 -0.66 -3.61
H 1.36 0.09 -2.40
H 0.95 1.29 3.58
H 2.78 1.02 5.24
H 5.03 0.23 4.47
Cl -0.30 -1.04 -5.80
C -1.21 -1.02 -4.34
C -2.26 -1.91 -4.14
C -2.99 -1.84 -2.98
C -2.71 -0.93 -1.95
C -3.62 -1.04 -0.72
C -3.24 -2.26 0.14
N -1.82 -2.20 0.46
C -0.81 -2.89 -0.18
C 0.33 -2.19 0.00
N 0.02 -1.05 0.73
C -1.27 -1.12 1.02
O -3.59 0.08 0.12
C -4.38 1.19 -0.33
C -4.12 2.33 0.60
C -3.60 3.54 0.25
Cl -3.18 4.07 -1.33
S -3.40 4.59 1.58
C -4.04 3.42 2.65
C -4.37 2.27 2.00
C -1.62 -0.08 -2.17
Cl -1.13 1.24 -1.08
C -0.91 -0.09 -3.37
H -2.51 -2.63 -4.91
H -3.84 -2.50 -2.85
H -4.64 -1.21 -1.09
H -3.43 -3.19 -0.39
H -3.83 -2.25 1.06
H -1.00 -3.82 -0.70
H 1.33 -2.41 -0.33
H -1.84 -0.36 1.52
H -5.43 0.90 -0.32
H -4.11 1.46 -1.36
H -4.16 3.64 3.69
H -4.80 1.41 2.49
H -0.17 0.68 -3.57
O -0.55 2.03 1.71
N -0.01 3.13 1.39
O 0.96 2.91 0.62



2.
58
Properties=species:S:1:pos:R:3 method="wB97M-V/def2-TZVPD" spin_multiplicity=1 e_lumo_ev=-3.113 max_force_ev_per_a=2.1
F 2.33 -4.77 3.08
C 3.09 -3.66 2.81
C 4.40 -3.86 2.35
C 5.13 -2.71 2.08
F 6.43 -2.87 1.63
C 4.63 -1.43 2.24
C 3.29 -1.24 2.69
C 2.79 0.09 2.79
C 1.50 0.46 3.12
C 1.02 1.77 3.23
C -0.25 2.04 3.85
C -0.48 3.22 4.61
C -1.71 3.42 5.22
F -1.95 4.60 5.89
C -2.76 2.49 5.18
C -2.49 1.32 4.49
F -3.49 0.38 4.39
C -1.28 1.05 3.86
C 2.53 -2.40 2.99
H 4.81 -4.86 2.21
H 5.24 -0.56 2.01
H 3.51 0.90 2.62
H 0.82 -0.33 3.42
H 1.72 2.60 3.07
H 0.32 3.95 4.73
H -3.72 2.68 5.63
H -1.12 0.09 3.37
H 1.51 -2.31 3.35
F 1.12 4.50 1.65
C 1.37 3.43 0.86
S -0.10 3.06 -0.20
C -0.34 4.27 -1.53
C 0.12 4.01 -2.82
C -0.05 4.96 -3.83
C -0.67 6.18 -3.55
C -1.17 6.42 -2.27
C -1.02 5.46 -1.26
O 0.28 1.81 -0.84
O -1.25 3.17 0.68
S 2.78 3.76 -0.21
C 3.97 4.47 0.89
C 3.96 5.85 1.12
C 4.71 6.35 2.19
C 5.45 5.48 2.99
C 5.49 4.11 2.71
C 4.77 3.61 1.63
O 3.29 2.52 -0.75
O 2.43 4.86 -1.09
H 0.62 3.06 -3.03
H 0.34 4.75 -4.83
H -0.77 6.94 -4.33
H -1.65 7.37 -2.04
H -1.41 5.65 -0.26
H 3.37 6.50 0.49
H 4.69 7.43 2.39
H 6.00 5.87 3.85
H 6.08 3.43 3.32
H 4.81 2.55 1.36



3.
56
Properties=species:S:1:pos:R:3 method="wB97M-V/def2-TZVPD" charge=+2 s2=6.08 e_above_lowest_ev=0.457 spin_multiplicity=5 e_lumo_ev="-7.945 / -8.269" max_force_ev_per_a=2.6
Mn -0.03 -0.49 -0.03
C 2.28 -3.99 0.67
C 1.82 -2.68 0.77
N 0.80 -2.26 0.02
C 0.24 -3.15 -0.85
C 0.73 -4.44 -0.93
N 1.73 -4.86 -0.17
C -0.86 -2.58 -1.65
C -1.63 -3.22 -2.60
C -2.65 -2.51 -3.26
C -2.84 -1.17 -2.90
C -2.04 -0.59 -1.94
N -1.07 -1.29 -1.34
C -2.09 0.79 -1.43
C -2.97 1.78 -1.84
N -2.94 3.00 -1.33
C -2.04 3.26 -0.39
C -1.14 2.29 0.04
N -1.16 1.06 -0.47
C -3.49 -3.16 -4.28
C -4.51 -2.47 -4.94
C -5.27 -3.12 -5.89
N -5.07 -4.39 -6.21
C -4.11 -5.07 -5.61
C -3.30 -4.50 -4.64
H 3.10 -4.34 1.29
H 2.25 -1.97 1.46
H 0.30 -5.17 -1.61
H -1.42 -4.25 -2.82
H -3.61 -0.57 -3.36
H -3.72 1.60 -2.60
H -2.02 4.26 0.02
H -0.40 2.49 0.80
H -4.73 -1.43 -4.73
H -6.07 -2.60 -6.42
H -3.99 -6.10 -5.90
H -2.54 -5.12 -4.18
C 3.84 6.61 5.08
C 3.72 5.43 5.97
O 2.90 5.15 6.77
S 5.16 4.16 5.73
C 4.21 3.14 4.64
C 4.22 3.40 3.27
C 3.43 2.66 2.42
C 2.62 1.63 2.93
C 2.65 1.34 4.30
C 3.44 2.09 5.15
C 1.78 0.92 2.05
C 1.04 0.34 1.25
H 3.02 7.29 5.25
H 3.84 6.28 4.04
H 4.79 7.11 5.26
H 4.87 4.17 2.88
H 3.43 2.86 1.35
H 2.04 0.53 4.69
H 3.46 1.87 6.21



4.
65
Properties=species:S:1:pos:R:3 method="wB97M-V/def2-TZVPD" charge=+1 e_above_lowest_ev=0.000 spin_multiplicity=1 e_lumo_ev=-4.330 max_force_ev_per_a=0.4
Au -0.62 0.19 -0.28
Cl 5.93 -1.26 1.27
C 4.34 -1.29 0.64
C 4.13 -1.13 -0.73
Cl 5.46 -0.90 -1.79
C 2.83 -1.14 -1.23
Cl 2.54 -0.96 -2.92
C 1.74 -1.31 -0.38
O 0.49 -1.31 -0.91
C 1.96 -1.47 0.98
Cl 0.60 -1.64 2.02
C 3.26 -1.46 1.50
Cl 3.50 -1.64 3.18
S 4.08 4.73 -0.66
C 2.85 3.44 -0.55
C 2.52 2.87 0.67
C 1.54 1.90 0.72
N 0.92 1.49 -0.40
C 1.25 2.01 -1.59
C 2.21 2.99 -1.70
C 3.27 5.88 0.45
C 3.67 6.00 1.77
C 2.99 6.89 2.58
N 1.98 7.65 2.16
C 1.63 7.55 0.88
C 2.24 6.69 -0.02
H 3.01 3.18 1.59
H 1.24 1.43 1.64
H 0.71 1.64 -2.45
H 2.45 3.40 -2.67
H 4.49 5.41 2.16
H 3.27 7.01 3.62
H 0.82 8.19 0.55
H 1.93 6.65 -1.05
C -3.26 -2.99 -1.19
C -2.18 -2.15 -1.09
N -2.21 -1.08 -0.28
C -3.30 -0.80 0.44
C -4.44 -1.59 0.36
C -4.40 -2.71 -0.45
C -5.65 -1.21 1.12
C -6.50 -0.24 0.76
C -6.40 0.62 -0.43
C -7.11 1.80 -0.50
C -6.94 2.58 -1.63
N -6.14 2.22 -2.63
C -5.52 1.05 -2.48
N -5.61 0.23 -1.44
H -3.21 -3.85 -1.84
H -1.26 -2.33 -1.64
H -3.28 0.08 1.05
H -5.28 -3.34 -0.54
H -5.85 -1.76 2.03
H -7.34 -0.04 1.42
H -7.76 2.11 0.31
H -7.46 3.52 -1.74
H -4.87 0.74 -3.29
C -1.85 4.15 -0.35
S -2.56 2.53 -0.55
O -3.92 2.57 -0.09
O -2.25 2.05 -1.87
O -1.74 1.68 0.47
H -2.67 4.87 -0.38
H -1.16 4.32 -1.17
H -1.35 4.21 0.61



Copy entry 1 word for word.
63
Properties=species:S:1:pos:R:3 method="wB97M-V/def2-TZVPD" charge=+2 e_above_lowest_ev=0.000 spin_multiplicity=1 e_lumo_ev=-6.566 max_force_ev_per_a=0.3
Ir 0.72 0.86 0.57
Se 7.97 -1.20 1.42
N 6.91 -1.07 0.00
C 5.74 -0.68 0.43
C 4.59 -0.49 -0.44
C 4.59 -0.71 -1.82
C 3.43 -0.50 -2.54
C 2.29 -0.07 -1.88
N 2.27 0.15 -0.56
C 3.41 -0.06 0.15
C 3.31 0.22 1.56
N 2.11 0.66 1.99
C 1.93 0.94 3.28
C 2.97 0.79 4.20
C 4.20 0.35 3.78
C 4.39 0.05 2.42
C 5.64 -0.41 1.84
N 6.74 -0.59 2.53
H 5.50 -1.04 -2.31
H 3.39 -0.66 -3.61
H 1.36 0.09 -2.40
H 0.95 1.29 3.58
H 2.78 1.02 5.24
H 5.03 0.23 4.47
Cl -0.30 -1.04 -5.80
C -1.21 -1.02 -4.34
C -2.26 -1.91 -4.14
C -2.99 -1.84 -2.98
C -2.71 -0.93 -1.95
C -3.62 -1.04 -0.72
C -3.24 -2.26 0.14
N -1.82 -2.20 0.46
C -0.81 -2.89 -0.18
C 0.33 -2.19 0.00
N 0.02 -1.05 0.73
C -1.27 -1.12 1.02
O -3.59 0.08 0.12
C -4.38 1.19 -0.33
C -4.12 2.33 0.60
C -3.60 3.54 0.25
Cl -3.18 4.07 -1.33
S -3.40 4.59 1.58
C -4.04 3.42 2.65
C -4.37 2.27 2.00
C -1.62 -0.08 -2.17
Cl -1.13 1.24 -1.08
C -0.91 -0.09 -3.37
H -2.51 -2.63 -4.91
H -3.84 -2.50 -2.85
H -4.64 -1.21 -1.09
H -3.43 -3.19 -0.39
H -3.83 -2.25 1.06
H -1.00 -3.82 -0.70
H 1.33 -2.41 -0.33
H -1.84 -0.36 1.52
H -5.43 0.90 -0.32
H -4.11 1.46 -1.36
H -4.16 3.64 3.69
H -4.80 1.41 2.49
H -0.17 0.68 -3.57
O -0.55 2.03 1.71
N -0.01 3.13 1.39
O 0.96 2.91 0.62